Run A
{"formula": "C2H3NOS2", "method": "wB97M-V/def2-TZVPD", "species": ["H", "O", "C", "C", "S", "H", "S", "N", "H"], "positions_angstrom": [[1.211, 2.124, 0.002], [0.553, 1.409, 0.049], [1.110, 0.242, 0.002], [0.201, -0.935, 0.014], [2.721, -0.031, 0.002], [-3.230, -0.320, -0.065], [-2.091, 0.412, -0.008], [-1.091, -0.965, 0.075], [0.615, -1.935, -0.071]], "nbo_charge": [0.515, -0.639, 0.165, -0.024, -0.083, 0.114, 0.228, -0.497, 0.219], "smiles": "OC(=S)/C=N\\S", "lumo_energy_ev": -0.7792, "mol_weight_da": 121.2}



Run B
{"formula": "C2H3NOS2", "method": "wB97M-V/def2-TZVPD", "species": ["S", "O", "H", "S", "H", "H", "C", "N", "C"], "positions_angstrom": [[-1.880, -0.758, 0.193], [0.406, 2.319, 0.014], [-1.663, 1.351, -0.819], [1.596, -1.221, -0.143], [2.215, 0.762, 0.918], [-1.288, -1.774, -0.458], [1.350, 0.281, 0.351], [-1.038, 0.619, -0.359], [0.200, 1.126, -0.023]], "nbo_charge": [0.201, -0.542, 0.427, 0.141, 0.240, 0.118, -0.381, -0.786, 0.582], "smiles": "O=C(C=S)NS", "lumo_energy_ev": -1.3148, "mol_weight_da": 121.2}



Run C
{"formula": "C2H3NOS2", "method": "wB97M-V/def2-TZVPD", "species": ["S", "O", "H", "H", "C", "H", "S", "N", "C"], "positions_angstrom": [[-3.222, 0.924, 0.259], [-1.080, -2.885, -0.793], [-0.405, -0.049, 1.490], [0.786, -0.320, 0.245], [-0.309, -0.385, 0.431], [-0.204, 1.037, -1.429], [-1.273, -1.965, 0.307], [-1.959, 1.078, -0.669], [-0.755, 0.682, -0.540]], "nbo_charge": [0.271, -0.779, 0.261, 0.255, -0.740, 0.207, 1.000, -0.516, 0.041], "lumo_energy_ev": [-1.2040, -1.5293], "mol_weight_da": 121.2}



Taking the most stable structure as the zero point, the relative energies in kJ/mol are run A 0.0; run B 11.6; run C 206.4.



Run A
{"formula": "C2H3NOS2", "method": "wB97M-V/def2-TZVPD", "species": ["O", "N", "H", "S", "S", "C", "H", "C", "H"], "positions_angstrom": [[0.280, 2.099, -0.931], [-1.303, 0.473, 0.424], [1.505, -1.122, -0.161], [1.132, 0.965, -1.239], [-0.959, -2.186, 0.055], [-0.559, -0.520, 0.228], [1.277, 0.202, 1.038], [0.928, -0.237, 0.103], [-2.301, 0.326, 0.482]], "nbo_charge": [-0.673, -0.643, 0.273, 1.221, -0.174, 0.049, 0.283, -0.711, 0.376], "lumo_energy_ev": [-3.6560, -3.6517], "mol_weight_da": 121.2}



Run B
{"formula": "C2H3NOS2", "method": "wB97M-V/def2-TZVPD", "species": ["C", "S", "S", "N", "O", "C", "H", "H", "H"], "positions_angstrom": [[-0.236, 0.357, 1.317], [-0.710, -1.618, 0.044], [1.179, -0.047, -1.755], [-0.422, -0.883, 1.495], [-0.415, 0.980, 0.112], [-0.424, -0.116, -0.904], [1.922, 0.157, -0.589], [0.262, 1.115, 1.900], [-1.157, 0.056, -1.620]], "nbo_charge": [0.350, 0.449, -0.029, -0.611, -0.486, -0.228, 0.140, 0.198, 0.217], "lumo_energy_ev": 0.6206, "mol_weight_da": 121.2}



Run C
{"formula": "C2H3NOS2", "method": "wB97M-V/def2-TZVPD", "species": ["S", "N", "O", "H", "H", "C", "H", "C", "S"], "positions_angstrom": [[-2.220, 0.390, -0.074], [-1.082, -0.947, -0.124], [0.459, 1.439, 0.037], [1.103, 2.202, 0.087], [0.903, -1.774, 0.183], [0.117, -0.884, 0.275], [-3.239, -0.644, -0.417], [1.169, 0.248, 0.194], [2.790, -0.031, -0.161]], "nbo_charge": [0.188, -0.486, -0.678, 0.507, 0.201, -0.006, 0.150, 0.169, -0.045], "smiles": "OC(=S)/C=N\\S", "lumo_energy_ev": -0.9994, "mol_weight_da": 121.2}



Run D
{"formula": "C2H3NOS2", "method": "wB97M-V/def2-TZVPD", "species": ["S", "C", "H", "O", "C", "S", "H", "N", "H"], "positions_angstrom": [[0.281, 0.883, 0.127], [-0.392, -0.717, -0.286], [-1.970, 1.362, -1.342], [2.394, 1.164, 1.559], [1.657, 0.346, 1.095], [-2.415, 0.132, -1.731], [1.653, -0.728, 1.388], [-1.422, -0.936, -0.964], [0.213, -1.506, 0.153]], "nbo_charge": [0.211, -0.057, 0.079, -0.499, 0.251, 0.262, 0.137, -0.575, 0.191], "smiles": "O=CS/C=N\\S", "lumo_energy_ev": 0.4723, "mol_weight_da": 121.2}



Taking the most stable structure as the zero point, the relative energies in kJ/mol are run A 265.1; run B 13.1; run C 117.2; run D 0.0.



Run A
{"formula": "C6H8O2", "method": "wB97M-V/def2-TZVPD", "species": ["C", "O", "H", "C", "C", "H", "C", "H", "H", "O", "H", "H", "H", "H", "C", "C"], "positions_angstrom": [[-0.122, -1.710, -1.402], [1.218, -2.045, -1.064], [-0.498, 2.027, 1.358], [1.401, 0.152, 1.475], [-0.579, 0.645, -0.070], [-1.319, 0.342, -0.811], [0.329, -0.241, 0.465], [-0.330, -0.766, -1.980], [-0.901, -2.576, -1.728], [1.627, 1.565, 1.321], [2.000, -0.677, 1.894], [-1.988, 2.517, 0.276], [-0.167, 2.802, -0.534], [-0.029, -2.499, 0.578], [-0.920, 2.123, 0.302], [0.279, -1.660, -0.081]], "nbo_charge": [-0.099, -0.472, 0.256, 0.342, -0.028, 0.193, -0.197, 0.194, 0.177, -0.554, 0.186, 0.231, 0.243, 0.196, -0.671, 0.003], "smiles": "C/C=C(\\C=O)[C@H]1CO1", "lumo_energy_ev": -0.7779, "mol_weight_da": 112.1}



Run B
{"formula": "C6H8O2", "method": "wB97M-V/def2-TZVPD", "species": ["O", "H", "H", "H", "H", "C", "C", "C", "H", "H", "H", "C", "H", "O", "C", "C"], "positions_angstrom": [[1.053, -0.593, -0.058], [-2.061, 0.758, 1.238], [-2.244, 1.291, -0.726], [-3.394, -0.385, -1.144], [-3.141, -0.879, 1.236], [-0.144, 0.059, -0.041], [-2.575, 0.136, -0.694], [-1.333, -0.782, -0.233], [3.224, -1.549, 0.742], [4.215, 0.283, -0.300], [1.965, 1.499, -1.072], [2.144, 0.341, -0.342], [-1.137, -1.797, -0.318], [-0.056, 1.270, 0.400], [-2.282, -0.201, 0.718], [3.290, -0.327, 0.194]], "nbo_charge": [-0.532, 0.259, 0.264, 0.233, 0.216, 0.791, -0.397, -0.372, 0.270, 0.223, 0.287, 0.059, 0.257, -0.642, -0.404, -0.511], "lumo_energy_ev": 0.9888, "mol_weight_da": 112.1}



Run C
{"formula": "C6H8O2", "method": "wB97M-V/def2-TZVPD", "species": ["O", "H", "H", "H", "H", "H", "C", "O", "H", "H", "C", "C", "C", "C", "H", "C"], "positions_angstrom": [[2.335, 0.087, 0.041], [-1.032, 0.475, 1.447], [1.135, -0.428, -1.381], [-0.914, -0.463, -1.367], [0.182, -1.877, 1.314], [0.334, -2.444, -0.348], [-0.258, 1.552, -0.281], [-2.291, -0.209, 0.020], [-0.382, 1.566, -1.282], [0.961, 0.769, 1.407], [1.067, 0.680, 0.298], [-1.083, 0.565, 0.389], [-1.054, -0.709, -0.301], [1.226, -0.576, -0.329], [-0.383, 2.544, 0.149], [0.158, -1.533, 0.227]], "nbo_charge": [-0.430, 0.191, 0.162, 0.154, 0.238, 0.209, -0.411, -0.442, 0.214, 0.173, 0.067, 0.019, 0.067, 0.024, 0.211, -0.447], "smiles": "C1[C@@H]2O[C@H]2C[C@H]2O[C@H]12", "lumo_energy_ev": 0.9243, "mol_weight_da": 112.1}



Taking the most stable structure as the zero point, the relative energies in kJ/mol are run A 0.0; run B 18.2; run C 98.4.